ORCA calculation (ωB97M-V with the def2-TZVPD basis set) on a cluster of 11 separate species, C44H58F27IN12PS in total.

Calculated values
frontier orbital gap = 7.391 eV
DFT total energy = -6101.59986 a.u.
HOMO level = -0.35314 Ha

```
! wB97M-V def2-TZVPD RIJCOSX def2/J DEFGRID3
* xyz 1 1
I 4.4019 3.0710 3.6069
S -6.8673 -2.2695 0.8669
P 4.5504 1.0370 0.6577
F -3.2374 0.1398 0.1961
F 1.3395 -1.9447 4.8318
F 2.1391 -3.3849 3.3645
F -4.7945 1.6162 2.4774
F 3.4059 -2.3790 4.6963
F 3.3629 -0.2172 3.7177
F -5.9634 0.1658 0.4697
F -1.7594 -2.3437 0.2437
F -0.1667 -4.5429 -2.7816
F -0.4218 -3.9336 -0.0060
F -8.2576 -1.9655 1.6211
F 1.6246 -2.8616 0.7229
F -3.9617 -1.7527 2.0255
F -1.7480 -2.8991 -2.0883
F 0.0560 -2.3851 2.0005
F -6.3518 -3.0844 2.1389
F -2.7035 2.0105 1.1474
F 0.5960 -2.8307 -3.7551
F 1.5986 -3.6519 -2.0042
F 3.4696 -1.5482 2.0554
F -7.0046 -0.0612 2.2795
F -5.2194 -1.0456 3.6219
F -7.5333 -3.6238 0.3316
F -0.4899 -1.2150 -2.2590
F -3.4280 0.5265 3.6865
F -7.4783 -1.5039 -0.4220
F -5.5700 -2.6055 -0.0095
N 6.8968 2.8613 5.8143
N -3.1204 5.6948 -5.5392
N 1.6251 1.2150 2.6960
N 0.8677 3.4959 -6.4248
N 7.4007 -0.2528 2.8534
N -2.8582 -8.6038 -3.3989
N 0.5353 1.9542 -2.2829
N -1.0941 4.5906 1.0688
N -1.1989 -6.8793 -7.2934
N -5.3153 -9.5188 -9.9035
N -7.4030 0.4697 8.8451
N 1.8308 0.1238 -0.0709
C -2.8779 0.6739 1.3722
C 5.9624 -0.3178 -1.4790
C -1.4538 -6.3591 -6.3038
C 6.9303 -0.9926 5.3214
C 7.0028 3.9248 6.2315
C -1.4809 3.9957 -7.4811
C -3.5945 6.7890 -3.2084
C -2.0469 -7.5873 -1.1213
C -0.1582 3.7178 -6.8954
C 5.5355 -0.3818 0.0628
C 2.1215 2.0446 1.6101
C -4.8222 -0.7908 2.3649
C -0.5200 -2.4517 -1.7272
C -0.8565 1.1453 -4.3476
C -6.5832 0.0929 6.3852
C 5.5382 2.5229 0.0604
C 2.3013 5.7620 1.8903
C 5.0858 3.1065 -1.3341
C -2.5002 -8.1515 -2.4054
C 0.4420 -3.3815 -2.5593
C 2.5303 -0.7737 -1.0312
C 2.7237 1.2424 0.3882
C 0.9200 -0.5087 0.9490
C -3.9884 0.5529 2.4622
C 2.2899 -2.2116 3.9614
C -7.0448 0.3049 7.7685
C -2.1736 4.7992 0.7407
C -3.5561 5.0771 0.3107
C 1.4001 -0.1987 2.4306
C -0.4467 0.2567 0.7715
C 7.1389 5.2905 6.7665
C -4.6167 -9.2337 -9.0394
C -1.7815 -5.6893 -5.0338
C 0.5796 -2.0064 0.7777
C 2.9662 3.3069 2.0237
C -6.1057 -0.6619 1.5014
C 1.9439 4.4058 2.5587
C -0.0664 1.5718 -3.1809
C -1.5017 0.1757 1.8853
C 7.1936 -0.5757 3.9347
C -3.7191 -8.8673 -7.9287
C -3.3247 6.1986 -4.5299
C -0.5083 -2.5878 -0.1823
C 2.6130 -1.0438 2.9605
H -0.2731 1.3340 0.5801
H 6.2679 -1.8567 5.3262
H 6.5907 2.1962 -0.0091
H -3.8174 6.1064 0.5517
H 4.2235 2.6000 -1.7928
H 5.9285 2.9620 -2.0362
H -2.6699 -6.1419 -4.5968
H -7.0204 0.8453 5.7309
H -4.2515 4.4090 0.8153
H 5.5253 3.3282 0.8083
H -1.7202 5.0464 -7.3575
H -2.5684 -8.0760 -0.3004
H -0.9547 -5.7944 -4.3419
H -3.2575 -9.7626 -7.5164
H -3.6332 4.9304 -0.7650
H 1.8842 -1.2430 -1.7830
H -4.5493 6.4214 -2.8352
H -2.2574 -6.5189 -1.0930
H 2.6552 2.0164 -0.4162
H 2.0970 5.7580 0.8026
H 1.2481 2.5738 1.1517
H 0.6037 -0.4209 3.1631
H -1.6813 -0.7859 2.3863
H 5.3366 0.3882 -2.0530
H 2.0837 4.5629 3.6420
H -0.9469 -0.0354 -0.1773
H -0.9567 0.0619 -4.3565
H 0.8887 4.1144 2.4237
H 7.8666 -1.2554 5.8103
H 6.1537 5.7360 6.8914
H -4.2866 -8.3668 -7.1459
H 1.8291 6.6279 2.3735
H 3.2097 -0.1261 -1.6153
H -3.6315 7.8745 -3.2753
H -2.8035 6.4966 -2.5195
H -2.9404 -8.1990 -8.2870
H 5.1534 -1.4009 0.2101
H 6.4593 -0.1749 5.8650
H 3.3473 3.7606 1.0933
H 7.6424 5.2590 7.7309
H -0.3668 1.4741 -5.2641
H 7.0352 -0.1204 -1.6049
H -5.4981 0.1705 6.3431
H 1.1721 0.5906 -0.7166
H 7.7224 5.8987 6.0779
H -1.4843 3.7481 -8.5419
H 5.7620 -1.3080 -1.9378
H 0.7730 1.6259 3.0529
H -1.8483 1.5925 -4.2973
H -2.2355 3.3998 -6.9725
H 4.9565 4.1942 -1.2348
H 3.1591 -1.5477 -0.5793
H 6.4991 -0.3577 0.6041
H -0.9755 -7.7443 -1.0078
H -1.9665 -4.6308 -5.2121
H -6.8836 -0.8956 6.0423
H 3.3966 5.9191 1.9767
H -1.2370 0.8879 2.6889
*
```

***

ORCA calculation (ωB97M-V with the def2-TZVPD basis set) on a structure of composition C44H60AsIIrN5Sb2Si2.

Calculated values
⟨S²⟩ = 6.02
frontier orbital gap (spin up / spin down) = 7.305 / 5.849 eV
DFT total energy = -5683.11515 a.u.
HOMO level (spin up / spin down) = -0.44730 / -0.48169 Ha

```
! wB97M-V def2-TZVPD RIJCOSX def2/J DEFGRID3
* xyz 2 5
Ir 0.0617 -0.1350 -0.6917
I -3.5249 2.5871 -4.8234
Sb -2.1304 -0.0934 1.0947
Sb 1.5749 -0.7862 1.8542
As 1.0094 2.0846 -0.9658
Si -0.1783 4.1614 -0.7218
Si 3.3203 2.7743 -1.1689
N 1.9991 -3.3299 -3.4439
N 3.6865 -1.7428 -2.7407
N 1.3238 -1.2997 -2.2525
N -1.5737 -0.2567 -2.2925
N 2.1704 -1.1779 -4.5472
C -3.0201 -1.9479 5.0086
C -4.4040 1.7359 0.0647
C 0.3637 5.1643 -2.1782
C -3.4383 -0.4027 -4.3379
C 4.2858 -2.3977 5.5912
C -0.5724 1.4061 3.2452
C 2.8129 -1.3846 3.4680
C -4.9285 -0.6469 4.3492
C 3.4860 4.2787 -0.1098
C -0.9475 -5.0355 1.5846
C 4.4320 1.4508 -0.4950
C 1.0730 -2.7666 -2.4882
C 0.3983 -2.5928 1.8622
C -3.0206 -1.5470 -3.6770
C 0.3414 -3.4928 2.9236
C 1.8744 -2.6055 -4.7142
C -4.3198 -0.3580 3.1344
C -1.9968 3.8270 -0.8261
C -4.2796 -1.4383 5.2869
C -2.4015 -1.6625 3.7968
C 2.5883 -0.9089 4.7560
C 1.2382 -0.6173 -3.5938
C -6.1432 1.0800 -1.4637
C -0.3381 -4.7003 2.7872
C -4.4963 -0.5254 -0.7570
C 3.7733 -2.3696 3.2415
C -5.5342 2.0511 -0.6812
C -5.6326 -0.2122 -1.4913
C 3.3286 -1.4194 5.8175
C 4.5097 -2.8729 4.3046
C 2.7478 -1.1826 -1.7939
C 3.5665 3.1099 -2.9605
C -0.8480 -4.1759 0.4941
C 3.3660 -3.1615 -2.9390
C -3.8662 0.4508 0.0175
C -1.5769 1.7118 2.1215
C -2.1077 -1.4293 -2.6499
C -3.0491 -0.8633 2.8624
C -1.9735 0.8500 -2.9277
C -0.1646 -2.9809 0.6486
C 3.5347 -1.0489 -4.0236
C -2.9184 0.8180 -3.9404
C 0.2990 4.8918 0.9181
C 0.8183 1.0797 2.6985
H 0.2237 -0.7278 -3.9700
H -0.2657 6.0597 -2.2217
H -1.4723 -5.9772 1.4854
H -0.3918 -5.3818 3.6272
H 1.1220 4.3665 1.4020
H -5.9164 -0.2570 4.5570
H 1.8396 -0.1518 4.9558
H 1.5945 1.2713 3.4426
H 2.5683 -3.0299 -5.4378
H 2.8347 -1.6840 -0.8315
H -2.5137 -2.5735 5.7329
H 0.8220 -3.2561 3.8684
H 3.3267 2.2424 -3.5777
H -5.9447 3.0523 -0.6413
H -1.8076 -2.2938 -2.0703
H -2.2711 2.7949 -0.6042
H 2.9566 3.9482 -3.3014
H 3.1542 -1.0502 6.8199
H 1.4482 0.4421 -3.4443
H -0.4913 2.3017 3.8684
H 3.3869 4.0123 0.9456
H -3.4123 -2.5193 -3.9435
H -2.5126 4.4648 -0.1015
H 3.9200 0.7914 0.2084
H 0.0597 -2.8807 -2.8657
H -6.1289 -0.9787 -2.0739
H 3.9566 -2.7480 2.2418
H 0.0096 -2.3343 -0.2266
H 1.4019 5.4898 -2.1249
H 4.8606 -2.7914 6.4192
H 1.1701 -3.2875 -1.5388
H 4.0653 -3.5887 -3.6559
H 5.2383 1.9514 0.0493
H -4.1237 -1.5435 -0.7681
H -4.7590 -1.6606 6.2313
H 0.6051 5.9330 0.7831
H -2.3758 4.0689 -1.8225
H 4.8878 0.8346 -1.2735
H 4.4966 4.6749 -0.2603
H -2.5021 2.1365 2.5144
H 1.0210 1.7442 1.8562
H 5.2596 -3.6337 4.1284
H -1.1427 2.4177 1.4112
H -1.5177 1.7801 -2.6234
H 4.2327 -1.4718 -4.7446
H -1.2632 -4.4625 -0.4657
H -1.4220 -2.0660 3.5960
H -7.0272 1.3259 -2.0380
H -0.9447 0.6219 3.9060
H -0.5582 4.8762 1.5948
H 4.6188 3.3638 -3.1279
H 0.2193 4.6112 -3.1094
H 3.4696 -3.6919 -1.9914
H 2.7799 5.0767 -0.3320
H -4.1630 -0.4610 -5.1393
H -4.8521 0.2411 2.4071
H -3.9514 2.5014 0.6843
H 0.8587 -2.7192 -5.0960
H 2.9521 -0.1262 -1.6600
H 3.7721 0.0069 -3.8888
*
```

***

ORCA calculation (ωB97M-V with the def2-TZVPD basis set) on a structure of composition C44H62Br2CaN2O5P3S3.

Calculated values
⟨S²⟩ = 0.77
frontier orbital gap (spin up / spin down) = 3.915 / 6.016 eV
DFT total energy = -10244.04576 a.u.
HOMO level (spin up / spin down) = 0.00618 / -0.07107 Ha

```
! wB97M-V def2-TZVPD RIJCOSX def2/J DEFGRID3
* xyz -2 2
Br 2.2410 -5.0464 0.5225
Br 7.3930 -2.6244 0.1888
Ca 0.3890 -0.3036 -0.9998
S 0.0585 1.6091 -3.2401
S -3.2836 0.0832 -1.2319
S 0.1370 -1.7726 -3.6586
P 0.0090 1.8172 1.1899
P -2.3455 -3.2201 1.4393
P 0.6377 0.0414 -4.2505
O 1.3207 -2.2637 -0.2681
O -4.5473 0.1004 -0.4681
O 0.6873 -1.2844 2.3626
O 2.1979 0.1770 -4.5015
O 0.0710 0.0908 -5.7967
N 2.8241 -0.0605 -1.3109
N -2.0588 -0.1250 -0.4480
C -3.8893 -5.6163 1.8710
C -2.6383 -3.6155 -0.3280
C 3.3176 -3.4974 0.0665
C 0.0498 1.2505 -6.6229
C 2.6501 -2.2762 -0.3781
C -1.8027 -4.1502 -2.5692
C 3.7737 2.2599 2.7310
C 4.9630 -1.2472 -0.4995
C -3.0692 -4.3927 -3.0324
C -2.6627 -4.9839 2.0436
C 4.9007 1.0679 -1.3133
C -2.2053 3.1546 2.7191
C -1.5446 -3.6660 -1.2720
C -3.9131 -2.4346 1.9878
C -4.3237 1.6811 3.1799
C 1.2486 1.9291 2.5764
C 4.6786 -3.5458 0.2436
C -1.0677 3.7746 -0.5547
C 3.5817 0.9951 -1.6668
C -3.7681 3.0897 2.7859
C 2.8868 -0.9597 -5.1594
C 3.9689 -1.4215 -4.1935
C 2.6399 1.5532 2.0349
C -1.8894 -6.9087 3.2940
C -3.9180 -3.9003 -0.8654
C -1.1302 5.2110 -1.2616
C 2.2369 3.3579 4.4339
C 3.4048 2.4027 4.1873
C -1.6718 -5.6375 2.7319
C -1.0663 1.1055 -7.5812
C -4.1305 -6.8727 2.3667
C 5.4943 -2.4507 -0.0673
C 1.2528 3.2479 3.3084
C -3.1208 -7.5276 3.0928
C 1.3788 5.2970 -0.9841
C -3.1917 0.8850 3.8074
C -4.1620 -4.2377 -2.2148
C -1.6874 1.9481 1.9473
C 0.1209 3.5750 0.4566
C 0.1818 5.3781 -1.9645
C 5.6536 0.0385 -0.7344
C 1.4580 3.9458 -0.2164
C -1.9841 0.7025 2.8303
C 3.4914 -1.1811 -0.7240
H -1.2895 6.0147 -0.5399
H -0.1296 4.2929 1.2793
H -3.1700 -4.5181 -4.1075
H -4.1437 -1.6275 1.2746
H -1.9376 5.1064 -1.9883
H 2.2737 3.9360 0.5060
H 0.9045 1.1701 3.2663
H -1.8912 3.1945 3.7651
H 4.4296 -2.3146 -4.5534
H -3.5648 -0.0718 4.1036
H -2.0151 3.5195 -0.0397
H -4.1270 3.8601 3.5356
H -1.0327 -7.3798 3.7672
H 4.7314 -0.6468 -4.0469
H 2.2716 5.3427 -1.6271
H -0.9724 3.1233 -1.3842
H 4.2459 2.7958 4.7839
H 2.5997 0.4645 2.1214
H -4.7580 -5.1345 1.4493
H -0.5811 -3.3735 -0.8560
H -0.7365 -5.1402 2.8369
H 5.1099 -4.4883 0.5878
H 6.6852 0.1523 -0.4226
H 1.7810 3.1051 -0.9191
H 0.2624 4.5620 -2.6655
H -4.8129 -3.7941 -0.2872
H 2.9652 1.8380 -2.1469
H -3.3632 -8.4376 3.6588
H -0.0298 2.1173 -5.9465
H 3.4495 -1.6642 -3.2027
H -0.8453 0.2924 -8.2619
H -2.4262 1.8686 1.0818
H 3.2266 -0.5395 -6.1122
H 2.5553 4.3673 4.6197
H 1.0601 -1.7681 1.6015
H 0.9722 1.2901 -7.2245
H -0.9292 -4.1667 -3.2328
H 1.7593 3.0619 5.4342
H 4.7323 1.7495 2.6167
H -4.6138 1.1484 2.3050
H 3.1324 1.4581 4.5752
H 2.7821 1.8301 0.9867
H 1.3637 6.0977 -0.2859
H -1.9908 0.8433 -6.9889
H -2.2538 -0.1553 2.1543
H 3.9707 3.2504 2.2868
H 5.4096 1.9747 -1.5692
H -5.2198 -4.3892 -2.4517
H -0.1024 -1.6940 2.6888
H 0.2441 3.4653 3.6533
H 2.1604 -1.7076 -5.4826
H -4.8759 -2.9393 2.0372
H -5.0812 -7.3748 2.2682
H -2.8962 1.4359 4.7612
H -3.8315 -2.0762 3.0480
H -1.2720 2.0522 -8.1277
H -5.2276 1.7291 3.8344
H -1.8156 4.1231 2.2404
H -4.0561 3.4040 1.8592
H 0.2243 6.3356 -2.5160
H 1.4983 4.0323 2.6085
H -1.0352 0.4503 3.3687
*
```